1.
Computed, not measured: a cluster of 4 separate species, C2H12N2O3 in total in a non-equilibrium geometry, with ωB97M-V/def2-TZVPD.

Structure (XYZ):
```
19
C2H12N2O3 ωB97M-V/def2-TZVPD
H -0.9872 3.7704 2.2628
C -0.2857 3.3439 1.5735
O 1.8456 -4.8904 -3.4337
N 0.0897 1.8869 -0.2584
H 1.4025 3.6512 2.7511
H 2.4505 -4.9376 -2.6911
H -0.5981 -3.5945 4.5201
O -1.9586 -0.8675 -5.1505
N 1.0793 3.2039 1.9104
H -1.7586 2.9681 0.2257
H -1.1492 -0.3804 -4.9437
H -0.3309 -3.4451 6.1014
H 1.5830 -5.7822 -3.6783
H 0.6015 1.2889 0.3790
H -2.5668 -0.1805 -5.4614
C -0.7741 2.6626 0.5202
H 1.6352 3.4883 1.1172
H -0.3212 1.3029 -0.9664
O 0.0430 -3.4889 5.2221
```

Its energy above the lowest of the compared OMol25 structures with the same formula, charge and spin is 145.56 kJ/mol. The orbital gap is 8.08 eV. As for the HOMO energy: -7.34 eV.

---

2.
Computed, not measured: a cluster of 12 separate species, C16H56O20 in total in a non-equilibrium geometry, with ωB97M-V/def2-TZVPD.

Structure (XYZ):
```
92
C16H56O20 ωB97M-V/def2-TZVPD
H 0.9011 -3.2211 2.8325
H 2.0045 -1.4505 4.3745
H -1.6247 1.3491 1.6054
O 2.5224 -3.4776 4.6251
O -0.4982 0.5073 2.9784
O -3.4975 -1.8881 0.0336
H -4.2311 0.6110 3.0787
C 4.6952 2.9098 -3.0341
C 2.4017 -2.2783 3.8644
H 3.9948 3.5179 -3.6026
H 4.3282 0.4724 3.9095
H 3.2021 2.5934 3.5809
O 5.9003 2.7823 -3.7540
H 3.3972 -3.6211 4.9708
C 4.2726 -1.2615 0.3668
H -1.6222 -3.1881 -1.5009
O -0.7604 -2.7984 -1.6329
C -5.3198 -1.2486 1.4115
H -3.0561 1.9554 -0.4510
H 1.6977 0.1328 -3.4600
C 2.4762 1.8233 1.6725
H -6.7998 -0.4260 2.3717
H 3.5747 -1.1601 1.1402
O -1.1019 -2.6923 1.3251
O -5.2538 0.4501 -4.8680
H 2.0539 1.2387 3.7191
H -3.2014 0.8621 -4.2322
H 0.6230 2.2454 2.1548
H 3.7241 1.0563 -3.5993
H -2.5887 2.9505 -2.2692
H 2.6502 0.8767 -1.9502
H 6.0036 -0.7365 1.1265
H -0.0606 1.8812 -0.8352
C 2.9057 1.6087 3.1318
C -0.7514 2.6841 -1.0397
H -0.8706 -1.9135 -1.2780
H -4.7276 -1.6313 2.2322
H 3.3724 -2.0066 3.4722
C -4.2138 0.5259 -3.8793
O 1.3148 2.6279 1.5822
H -5.1376 -1.1720 -2.7999
H 3.6126 -3.1405 -0.2804
H 1.6749 -1.5589 0.8809
O -2.6951 1.3482 -1.1235
H -3.9149 0.1101 0.4521
H 4.3759 -0.2370 0.0153
C -4.1476 -0.8713 -3.2076
C 4.2326 1.5491 -2.7372
O -6.1056 -0.1347 1.7652
H -2.1899 2.2562 3.8659
O 2.3383 -1.7352 -0.9975
H -4.4551 1.2392 -3.1033
C 3.6640 -2.1643 -0.7524
H 1.8815 -2.3889 -1.5691
O 3.9761 0.6346 3.0318
H 0.7537 3.8258 -1.3615
H -1.2765 -0.0012 -0.5003
O 3.3166 1.5091 -1.6963
H 0.0318 -0.0525 2.3795
O -3.8767 1.4856 3.2496
H 2.1842 0.8837 1.2187
C -1.8764 2.1894 -1.8770
H 0.2310 -0.0851 -2.9953
H 5.0025 0.8253 -2.4837
H 0.2578 0.0347 -0.7499
H -4.4450 -1.9125 -4.7457
O 1.3694 -1.4035 1.7839
H 2.3158 -3.1524 1.9235
H -1.0910 3.0802 -0.0703
H -0.6194 -1.9284 1.0788
C -2.5623 1.2911 3.6194
H -3.9318 -2.6032 -0.3639
H -1.9493 -2.4709 0.9663
H 4.2678 -2.0766 -1.6276
O -3.8110 -1.8740 -4.0410
O -0.4547 -0.4071 -0.2957
H 3.2912 2.1678 0.9976
H -3.3187 -0.8640 -2.4638
H -6.1089 -1.9366 1.0662
H -1.5817 1.5684 -2.7475
H 4.8554 3.5715 -2.2182
H -2.1675 -0.2851 2.1049
C -4.4423 -0.8385 0.2527
H -4.9392 0.1114 -5.6489
H -2.5237 0.7057 4.4980
O 5.6325 -1.5049 0.6755
C 1.6997 -2.5473 2.5388
H -4.9547 -0.6125 -0.7206
C -1.7558 0.6922 2.4816
O -0.0780 3.6883 -1.8242
H 6.5249 2.2572 -3.2761
O 1.0829 0.2718 -2.7415
```

Its energy above the lowest of the compared OMol25 structures with the same formula, charge and spin is 277.75 kJ/mol. The orbital gap is 9.91 eV. As for the HOMO energy: -9.75 eV.

---

3.
Computed, not measured: a cluster of 2 separate species, C5H12NO2 in total in a non-equilibrium geometry, with ωB97M-V/def2-TZVPD.

Structure (XYZ):
```
20
C5H12NO2 ωB97M-V/def2-TZVPD
C 1.8842 0.3587 -0.6030
H 0.1109 -2.0139 1.7089
H 0.3615 0.2396 2.5852
H 1.6567 1.7552 1.0718
O -1.6678 -1.1638 1.1691
C 0.3207 0.1439 1.5084
C -0.2834 -1.1937 1.0710
H -1.7146 -1.5680 -1.6690
C 1.6267 0.6766 0.8671
H -0.0327 -1.4389 0.0159
O -2.5321 -1.3262 -1.2173
H -0.4141 0.8472 1.1276
H -0.5978 2.0731 -2.0608
H 2.9384 0.4623 -0.8519
H 2.5165 0.3291 1.4152
H -2.2009 -1.2362 -0.2203
C 0.1274 1.8290 -1.2901
H 0.0417 2.3188 -0.3122
N 1.0048 0.9842 -1.5922
H 1.5906 -0.6686 -0.7718
```

Its energy above the lowest of the compared OMol25 structures with the same formula, charge and spin is 311.28 kJ/mol. Its net charge is -1. The orbital gap is 6.98 eV. As for the HOMO energy: -3.21 eV.

---

4.
Computed, not measured: a cluster of 9 separate species, C28H41Br8N5 in total in a non-equilibrium geometry, with ωB97M-V/def2-TZVPD.

Structure (XYZ):
```
82
C28H41Br8N5 ωB97M-V/def2-TZVPD
H -2.4097 -2.4281 0.4823
H -0.3861 -0.5388 -1.9856
C 3.9932 4.3483 2.7469
H 6.0434 5.2026 2.4534
H -2.5859 -4.1426 0.4209
H 1.1557 -1.2126 2.5423
Br 1.1119 0.2328 4.5731
C -4.1602 -2.9874 -0.6363
H 6.2892 3.1112 0.7069
H -1.6906 -0.2908 3.4964
H -4.6341 4.3025 1.7696
C -1.9570 -1.6741 5.0031
C 5.3086 4.4633 2.2048
H -3.5661 -4.0198 3.3815
H -4.4478 -3.6231 -1.4614
Br -4.4280 -1.1093 -1.0523
H -1.3906 2.3029 0.8845
H -0.4269 0.7402 -6.7207
H -2.8370 -1.7986 1.8942
C -4.4505 4.1619 0.7119
H -1.4054 -1.1016 5.7298
C 2.7591 -1.9425 3.7419
C -2.5725 -2.8840 5.0302
Br -0.9946 -0.8571 -8.4884
H 1.5427 2.4761 -4.6508
H 3.6676 4.9791 3.5603
C -0.1687 -1.1384 -5.7903
H 1.2859 1.7806 1.0694
C -4.0904 3.1668 -1.2804
Br -1.4586 -3.2127 -1.6325
C 1.4256 3.3691 -4.0621
H 3.1449 -1.9338 4.7466
C -3.9005 5.1029 -0.1423
C -2.7428 -2.0627 2.9306
H 4.1203 2.0112 0.6115
C 2.4277 -3.6250 0.2127
Br 1.0326 -0.5735 -4.3415
H -4.8585 1.9794 0.3901
H 4.1906 -3.8100 1.5457
H 0.7168 2.2544 -2.4481
H 0.0123 -2.1982 -5.9597
H -2.5551 -3.5416 5.8769
H 0.4405 4.0173 -2.2089
C 1.3642 -1.4265 3.5769
C -3.0656 -3.1219 3.7185
H 1.0405 -0.0593 -7.2503
H -3.6594 6.1297 0.0646
C -2.7249 -3.2407 -0.1713
C 0.8660 0.3655 -0.5358
C -4.5795 2.9341 -0.0179
C 5.4617 3.4471 1.3078
C 3.4953 -4.2492 0.8542
H 0.6813 -2.1332 4.0390
H -1.1360 -1.1238 -5.2975
C 1.7059 -4.6317 -0.4916
C 0.0212 -0.2277 -6.9424
H -4.8222 -3.1610 0.2118
N -2.0277 -1.2036 3.7313
H 2.3966 2.8988 2.2884
H 2.3803 3.6460 -3.6027
H -2.2963 0.7343 -1.1166
C -1.3161 0.7813 -0.6875
C 2.3946 -5.8202 -0.2913
H 2.7700 -2.9443 3.3160
C 0.4564 3.2058 -2.9157
H 0.8472 -4.5679 -1.1395
Br 3.9832 -0.9829 2.5389
H -3.3549 4.8891 -2.1879
N 4.2835 2.7614 1.2470
C 0.5807 1.3478 0.3806
H 4.0526 -6.2828 0.9534
H 1.7984 -0.1083 -0.7716
Br -1.3953 2.9639 -3.5035
H 2.1150 -2.5956 0.2926
H 2.0957 -6.8117 -0.5774
C -0.8141 1.5883 0.3161
N -3.7427 4.4880 -1.3617
C 3.3871 3.2792 2.1506
N -0.2756 0.1082 -1.2288
Br 1.0503 4.8807 -5.2220
H -3.9853 2.5395 -2.1416
N 3.4172 -5.5931 0.6105
```

Its energy above the lowest of the compared OMol25 structures with the same formula, charge and spin is 13.79 kJ/mol. The orbital gap is 8.38 eV. As for the HOMO energy: -8.16 eV.